Entry 1:
Here is 13 unconnected molecules or ions with the total composition H26O13 at a distorted geometry from OMol25. Energies are from ωB97M-V/def2-TZVPD.

Summary:
* total energy: -993.574937 hartree
* M: 234.2 g/mol
* net charge: 0
* energy relative to the best compared isomer or geometry (same formula, charge and spin): 520.6 kJ/mol
* HOMO energy: -10.16 eV
* gap between HOMO and LUMO: 0.3606 hartree

```
39
Properties=species:S:1:pos:R:3:forces:R:3:lowdin_charge:R:1
H 0.628703 -0.742102 0.292010 -0.371 -0.093 -0.164 0.0284
O -2.988924 0.297093 -3.563144 -2.326 -3.646 -2.384 -0.0096
H -0.127461 0.015267 -0.786723 0.003 0.485 -0.574 0.0153
O -2.842447 1.593097 -0.197358 -0.747 2.021 -1.097 -0.0670
H 2.522490 1.581833 2.920492 -0.993 0.259 -0.703 0.0748
O -0.481157 0.808343 2.879060 -1.684 -1.232 -1.379 -0.0674
H -1.355321 3.466072 -1.667704 0.423 0.458 -0.303 0.0323
H -1.197001 -3.320667 3.259385 0.526 0.854 0.005 0.0643
O -0.685087 -2.484052 3.295446 -0.140 -1.354 -1.683 -0.0402
H -2.607259 0.674242 -0.241331 0.446 -0.446 -0.586 0.0037
H 2.669093 0.078433 0.311175 -1.340 4.026 1.445 -0.0441
O -2.914928 -3.016362 -0.687670 -0.002 0.091 -0.039 -0.0479
O 2.979228 -0.705533 0.012986 1.766 -3.985 -1.760 0.0061
H -0.094855 2.186610 -3.777037 -0.852 -2.754 0.916 0.1036
H 2.392695 -3.192329 1.273677 0.270 0.481 -1.983 -0.0113
H -3.852181 0.239751 -3.167851 -0.228 0.338 0.396 0.0377
O 1.587963 1.879108 2.733937 3.891 -0.477 -1.181 -0.0632
O -0.328086 -1.730882 -2.204313 2.251 -1.309 -3.746 -0.0705
H 3.547860 2.374084 0.194789 0.199 0.080 -0.290 0.0150
H 2.961200 2.853510 1.472570 -0.334 0.321 0.309 -0.0062
H -0.749524 0.072172 2.275125 0.141 1.028 0.199 0.0403
H -2.479533 0.940362 -3.210424 2.459 3.133 1.967 -0.0810
O -0.424643 1.305833 -3.346122 2.225 1.288 -1.765 -0.1124
H 3.695018 -0.537552 -0.622139 -0.443 0.023 0.441 0.0699
H 0.149090 2.955925 -2.077174 -2.508 0.193 1.713 0.0726
H 1.387090 2.099520 3.613797 -1.348 0.755 1.739 0.0177
H 0.349370 0.685154 -3.373830 -1.133 0.749 -0.173 0.0691
H -2.152919 -3.561917 -0.905307 -0.146 -0.009 0.029 0.0250
H -0.331846 0.312518 3.663986 0.244 -0.455 1.239 0.0025
H 0.200373 -2.356059 -2.816121 -1.189 1.747 0.954 0.1046
O 3.745577 2.964281 0.925248 -0.009 -0.279 -0.067 -0.0507
H -2.750740 -2.159175 -1.102922 0.014 -0.151 0.021 0.0236
O -0.255080 -0.607170 -0.081952 0.073 -0.037 1.737 -0.0463
O 2.314228 -3.153629 2.194854 -0.177 -0.444 2.454 -0.0369
H -0.854229 -2.125503 4.136277 -0.438 0.596 1.721 -0.0010
H -0.663458 -2.380094 -1.628780 -0.746 -0.734 1.740 -0.0260
H 2.404504 -2.251482 2.515717 -0.033 -0.070 -0.528 0.0294
O -0.637084 2.876738 -1.428403 2.147 0.348 -0.496 -0.0989
H -2.760722 2.064561 -1.084226 0.108 -1.798 1.876 0.0446
```
Positions in Å, forces in eV/Å.

Entry 2:
Here is 13 unconnected molecules or ions with the total composition H26O13 from OMol25. Energies are from ωB97M-V/def2-TZVPD.

Summary:
* total energy: -993.650664 hartree
* M: 234.2 g/mol
* net charge: 0
* energy relative to the best compared isomer or geometry (same formula, charge and spin): 321.8 kJ/mol
* HOMO energy: -11.15 eV
* gap between HOMO and LUMO: 0.3956 hartree

```
39
Properties=species:S:1:pos:R:3:forces:R:3:lowdin_charge:R:1
H 5.850323 -0.405526 -1.141865 0.217 0.134 -0.030 0.0286
H 1.556509 -3.412161 -3.898188 0.216 -0.022 -0.113 0.0258
H -4.385166 -2.660185 -3.750692 -0.121 0.024 0.249 0.0283
H 5.280316 -1.242605 3.050459 -0.113 0.038 -0.266 0.0247
O -6.079619 -1.844898 0.196290 -0.111 -0.139 -0.203 -0.0549
H -3.256330 2.114553 -1.272288 0.041 -0.200 0.197 0.0253
H -0.193856 -0.438009 1.010407 0.146 0.104 0.232 0.0295
H 3.155560 3.023655 1.379865 0.221 0.002 0.074 0.0262
O 5.631789 -1.489502 3.905872 -0.150 -0.116 0.179 -0.0540
H -0.381472 -1.102486 -0.336866 0.105 -0.147 -0.204 0.0238
H -0.523596 0.143608 -6.756141 0.047 0.021 -0.264 0.0304
O -0.961152 0.165356 -5.905079 -0.126 0.165 0.128 -0.0514
O -0.846644 -0.594965 0.328159 -0.271 0.046 -0.059 -0.0536
H 3.200785 3.095566 -3.959259 0.199 0.087 -0.132 0.0279
H -1.273124 3.973621 5.242845 -0.202 -0.125 0.098 0.0257
H -0.535827 -0.526760 -5.398806 0.091 -0.238 0.190 0.0209
O -4.238755 -2.777112 -4.689372 -0.061 -0.188 -0.143 -0.0508
H 1.858714 2.412026 -3.805898 -0.244 -0.128 -0.096 0.0253
H -2.925769 2.752068 -2.605032 0.107 -0.005 -0.225 0.0255
H 0.483864 -4.236906 -3.219129 -0.136 -0.237 0.074 0.0324
O 2.217045 3.088916 1.203302 -0.164 -0.038 0.225 -0.0528
H 1.879092 -1.589913 4.866174 0.278 0.047 -0.074 0.0259
O 5.060620 -0.891854 -0.905020 -0.067 -0.047 0.241 -0.0540
H 0.886977 -2.366383 5.705624 -0.039 -0.194 0.144 0.0287
H 2.149319 3.053393 0.249161 -0.079 0.023 -0.314 0.0251
H -2.554703 0.156941 5.147668 0.283 -0.004 -0.069 0.0247
O 2.456625 3.014004 -3.362768 0.029 0.037 0.256 -0.0512
O 0.979460 -1.563933 5.192075 -0.237 0.160 -0.071 -0.0541
O -0.609951 4.595400 4.943119 0.048 0.204 0.118 -0.0527
H -6.396041 -1.272942 0.895549 -0.113 0.165 0.162 0.0298
O -3.496726 0.186816 5.314798 -0.173 0.182 -0.058 -0.0534
O 0.705973 -3.338940 -3.465212 -0.090 0.301 0.026 -0.0549
O -3.416347 2.899362 -1.796410 -0.133 0.193 0.034 -0.0519
H -3.494832 -2.208770 -4.888854 0.176 0.186 -0.116 0.0208
H -3.689061 -0.641969 5.753374 -0.078 -0.191 0.119 0.0277
H -0.144763 4.132710 4.246154 0.161 -0.079 -0.237 0.0264
H 6.522835 -1.139843 3.909211 0.228 0.070 0.057 0.0292
H -5.140159 -1.927207 0.360222 0.258 -0.018 0.047 0.0250
H 4.668085 -1.135127 -1.743447 -0.143 -0.074 -0.177 0.0261
```
Positions in Å, forces in eV/Å.

Entry 3:
Here is 13 unconnected molecules or ions with the total composition H26O13 from OMol25. Energies are from ωB97M-V/def2-TZVPD.

Summary:
* total energy: -993.716147 hartree
* M: 234.2 g/mol
* net charge: 0
* energy relative to the best compared isomer or geometry (same formula, charge and spin): 149.9 kJ/mol
* HOMO energy: -10.27 eV
* gap between HOMO and LUMO: 0.3494 hartree

```
39
Properties=species:S:1:pos:R:3:forces:R:3:lowdin_charge:R:1
O -1.321931 -2.734005 0.332481 -0.441 -0.160 -0.239 -0.0424
H -2.915844 -0.425112 0.726333 0.147 0.039 0.077 0.0019
O 2.210379 2.165612 -0.238435 -0.322 -0.350 0.161 -0.0642
H 0.584530 -0.284096 0.285795 -0.278 0.483 -0.044 0.0327
H 0.858693 -1.218838 -2.333240 0.177 0.193 -0.050 0.0106
O -1.635929 4.092730 -1.150259 -0.293 -0.124 0.006 -0.0428
O -3.152022 0.080675 1.512042 -0.149 -0.142 0.055 -0.0465
H 2.772686 -2.589235 2.762904 0.018 0.034 -0.054 0.0496
H 4.651295 0.066096 -0.511554 -0.043 0.032 -0.041 0.0303
O -0.257556 -2.200004 3.010483 -0.424 0.120 0.061 -0.0363
H -1.916180 -2.867803 -0.419433 0.093 -0.026 0.120 0.0752
H 1.319017 1.817845 -0.023102 0.607 0.257 -0.042 0.0016
H -0.971046 1.854026 -2.642959 0.105 -0.057 0.061 -0.0316
H -2.322124 0.180863 1.986971 0.061 0.147 -0.085 0.0122
H 0.307678 -2.284430 -0.316372 0.631 0.142 0.030 0.0206
O 3.966706 -0.112027 -1.163352 -0.066 -0.339 0.146 -0.0686
H 3.144238 0.162181 -0.730783 0.204 0.344 -0.233 -0.0043
H 1.755844 -2.089900 0.220524 0.142 -0.008 -0.132 0.0379
H 2.651496 2.241345 0.615089 -0.145 0.128 -0.013 0.0433
H -0.663796 0.552757 -0.129299 0.428 -0.090 0.308 0.0214
H -1.349556 -3.568332 0.818372 0.091 0.117 -0.046 0.0697
O 0.058535 0.514239 0.533600 -0.460 -0.477 -0.193 -0.0833
H -2.984460 1.035205 -1.101882 0.176 -0.029 0.112 0.0817
H -0.752673 -1.451296 2.654207 0.054 -0.077 -0.056 0.0400
O 1.175437 -1.871856 -0.531907 -0.553 -0.124 0.291 -0.0786
H 1.436176 -1.869291 2.509609 0.695 -0.270 -0.044 0.0025
H -2.279708 -0.011375 -1.982507 0.218 0.180 -0.021 0.0810
O -0.129125 2.640557 2.489229 -0.252 -0.238 0.039 -0.0597
H -1.437763 3.233136 -0.763380 0.150 0.127 0.020 0.0095
O -0.285145 1.917030 -3.311680 -0.059 -0.216 -0.347 -0.0660
O 0.514871 -0.860252 -3.169877 -0.151 -0.373 0.065 -0.0550
H -0.033082 0.993255 -3.494474 0.057 0.324 0.279 -0.0024
H -2.180716 3.901975 -1.922469 0.154 0.077 0.005 0.0341
O 2.356139 -1.950683 2.176239 -0.500 0.130 -0.087 -0.0633
H -0.319667 1.863529 1.939780 0.286 0.128 0.049 -0.0203
O -2.130413 0.602507 -1.249212 -0.547 -0.158 -0.233 -0.0470
H 1.004869 -1.329597 -3.853656 -0.010 0.105 0.033 0.0583
H -0.798916 2.634693 3.181681 0.073 0.095 -0.065 0.0316
H -0.930927 -2.832124 3.284508 0.126 0.057 0.107 0.0664
```
Positions in Å, forces in eV/Å.

energy relative to the best compared isomer or geometry (same formula, charge and spin) of number 3 (H26O13)?
149.9 kJ/mol